90
Properties=species:S:1:pos:R:3:forces:R:3:mulliken_charge:R:1 method="wB97M-V/def2-TZVPD" homo_lumo_gap_ev=11.21 e_above_lowest_kcal_mol=61.1 e_homo_ev=-10.93 energy_ha=-4457.91952 smiles="CCOS(C)(=O)=O.CCOS(C)(=O)=O.CCOS(C)(=O)=O.CCOS(C)(=O)=O.CCOS(C)(=O)=O.CCOS(C)(=O)=O" fmax_ha_per_bohr=0.0763
C -9.7492 13.8651 -17.4518 -0.06 0.68 -0.07 -0.678
C -8.8102 12.9437 -18.2285 -0.74 1.78 -0.65 0.096
C -7.2367 13.0146 -25.4562 -1.25 1.09 -1.16 -0.688
C -6.1113 19.5969 -22.4628 2.23 1.20 -0.40 -0.396
H -4.0279 19.5766 -21.6794 -0.02 -0.34 -0.25 0.384
C -6.4350 11.0322 -18.9488 -0.44 0.56 0.13 -0.685
H -11.3700 14.6409 -25.7627 -0.09 0.23 -0.05 0.388
C -11.4409 14.4671 -20.7239 0.76 -0.15 0.75 2.008
H -8.5036 17.9066 -18.0049 0.15 0.24 -0.25 0.606
H -12.1379 18.7033 -19.6848 0.28 -0.29 0.34 0.026
O -12.1264 16.4956 -23.9528 0.84 -0.23 1.98 -0.624
H -10.2380 14.5181 -18.1752 0.00 0.08 0.03 -0.416
H -11.7524 18.9108 -17.1537 0.26 -0.41 -0.08 0.372
S -7.9559 14.5485 -26.3003 -0.20 0.02 -0.14 1.083
H -8.9314 15.6925 -23.1342 0.52 -0.55 -0.23 -0.152
S -13.5015 15.8831 -17.1425 -1.51 1.72 1.87 1.114
S -8.7153 20.0138 -22.2029 0.39 0.03 0.49 1.189
H -10.3712 14.2844 -20.6259 0.00 0.13 -0.18 -0.827
H -8.5876 16.7821 -21.8637 0.21 0.10 0.07 -0.416
C -8.8298 17.2333 -18.7977 -0.04 0.11 -0.17 -0.274
H -8.4457 18.5110 -24.0621 -0.63 -0.44 0.21 0.172
S -7.0733 11.3772 -17.2410 0.71 0.23 -2.26 1.156
H -7.2661 16.5107 -23.0111 -0.18 -0.28 -0.30 0.522
H -7.1473 17.1347 -20.1058 0.08 -0.19 -0.27 0.157
O -7.0380 10.1059 -16.5923 -0.46 0.60 0.57 -0.623
H -4.9190 17.9581 -21.5396 0.49 -0.06 -0.86 0.299
H -6.0457 19.3629 -23.5272 0.18 -0.71 -0.04 0.354
C -10.5525 16.3354 -26.8582 0.58 0.04 -0.06 -0.916
H -13.9353 17.5396 -21.7081 0.11 -0.04 0.09 0.408
H -5.3104 19.1770 -20.5300 0.03 0.71 0.10 0.320
H -7.4280 13.1701 -24.3953 0.63 -0.04 0.01 0.069
C -7.6453 16.4602 -19.4080 -0.11 1.79 1.86 -0.288
H -10.6605 14.3188 -27.3340 0.53 -0.58 0.25 0.373
H -13.2476 19.8356 -18.9877 0.26 0.25 0.36 0.459
H -11.6915 15.2607 -20.0189 0.05 0.50 -0.42 -0.347
C -13.6574 16.4867 -21.7444 0.03 0.10 -0.40 -0.802
O -9.6596 19.5683 -21.1800 1.73 0.71 -1.57 -0.465
H -6.0567 20.6865 -22.4834 -0.04 0.14 0.40 0.428
H -5.4404 10.5888 -18.9762 -0.05 0.08 0.64 0.414
H -14.2469 15.5977 -14.8488 0.25 -0.04 0.10 0.420
C -12.9460 18.7873 -18.9581 -0.49 0.52 -0.05 -0.771
H -13.8305 18.3166 -19.3879 0.08 -0.55 0.38 0.231
O -12.3054 16.9439 -17.4561 -0.58 -0.66 -0.44 -0.148
H -10.5597 13.4436 -16.8577 0.17 -0.68 -0.30 0.457
H -6.9134 16.1556 -18.6589 0.05 0.04 0.06 0.408
S -7.4707 14.7701 -21.3608 0.25 1.26 0.39 1.510
H -12.2197 12.5011 -21.0899 -0.25 0.20 -0.29 0.388
O -8.1819 15.3280 -19.9861 -0.17 -2.63 -2.37 -0.312
H -12.5109 16.1961 -14.9581 -0.20 -0.12 0.04 0.298
H -10.2288 19.0886 -23.6536 0.17 -0.66 -0.56 0.276
H -9.1813 12.7776 -19.2407 -0.10 -0.04 -0.04 0.086
O -11.7101 14.7727 -22.1120 -0.25 2.07 -1.13 -0.565
S -11.9877 16.3834 -22.5083 -1.99 -2.15 1.41 1.053
O -6.4119 12.5699 -16.7212 -1.19 -1.62 -0.35 -0.560
O -14.7995 16.3429 -17.7419 3.50 -1.48 0.99 -0.637
H -14.4337 15.9381 -22.2775 0.45 0.05 -0.66 0.391
H -9.2121 14.5189 -16.7636 0.24 -0.07 -0.01 0.418
H -7.8144 12.1577 -25.8025 -0.36 0.28 -0.04 0.330
O -8.3948 21.4286 -22.3525 -0.40 -1.77 0.19 -0.704
H -7.8427 13.4349 -18.3288 -0.12 0.11 -0.05 0.413
C -8.1115 16.0431 -22.5085 0.32 0.19 1.00 -0.093
C -12.2083 13.2562 -20.3030 -0.53 -1.14 -0.18 -1.426
H -13.9254 17.3033 -15.2112 0.13 -0.07 -0.02 0.350
C -4.9716 19.0472 -21.5593 -1.41 -0.11 0.32 -1.216
O -12.9440 14.5493 -17.2824 -0.84 1.76 -0.59 -0.524
H -13.7028 16.0299 -20.7560 0.66 0.34 0.16 0.064
H -6.4037 11.9469 -19.5409 -0.05 0.15 0.22 0.126
H -10.1978 16.9666 -26.0438 -0.21 0.24 -0.15 -0.023
H -13.4254 18.6474 -16.8353 -0.23 -0.40 -0.09 0.388
O -6.0363 14.8192 -21.1670 -1.19 0.38 -0.35 -0.712
C -10.5442 14.9061 -26.4227 -1.44 -0.42 0.17 -0.469
H -9.8633 16.3664 -27.7025 0.04 0.58 0.00 0.461
H -9.6265 16.6370 -18.3527 0.39 -0.54 0.01 -0.367
H -13.2224 13.4994 -19.9858 -0.08 -0.07 -0.22 0.279
H -11.5462 16.6166 -27.2058 0.03 0.09 0.15 0.401
O -7.3142 19.1819 -21.9294 -2.80 -0.18 1.07 -0.212
O -7.3054 15.7803 -25.8402 -0.51 -2.00 -0.73 -0.579
C -9.1706 19.2859 -23.8181 0.42 1.55 0.98 -0.930
O -8.1528 14.2861 -27.7279 0.61 0.41 1.90 -0.613
O -8.6560 11.7020 -17.6369 2.24 -1.93 1.82 -0.436
O -8.0614 13.5133 -21.6889 -0.37 -0.17 0.31 -0.629
O -11.1114 17.1909 -21.6931 -0.22 -0.31 -1.19 -0.322
H -9.0027 20.0993 -24.5237 -0.30 -0.02 -0.05 0.531
C -12.6229 18.3645 -17.5163 -0.23 0.38 -1.23 -0.521
H -9.3281 17.7745 -19.6023 0.10 0.32 0.11 -0.087
O -9.4244 14.5526 -25.5985 1.43 -0.42 -0.53 -0.199
H -6.2366 12.8373 -25.8489 0.18 0.57 0.56 0.407
C -13.5390 16.2894 -15.3037 -0.60 -0.57 -1.66 -1.034
H -11.7668 12.6924 -19.4806 0.30 0.55 0.28 0.296
H -7.1200 10.3524 -19.4545 -0.14 -0.04 0.37 0.306